Record 1
C2H6N4 as an isolated structure. Source: the Open Molecules 2025 dataset; level of theory: ωB97M-V/def2-TZVPD.

```
12
Properties=species:S:1:pos:R:3:forces:R:3:nbo_charge:R:1
C -0.367416 -0.088708 0.356152 -0.01 0.25 0.13 0.656
N -1.229306 -1.164781 0.348950 0.45 0.21 -0.32 -0.791
N -1.005155 1.146725 0.330164 0.12 0.08 0.13 -0.808
C 1.647882 -0.095941 0.205342 -0.63 -0.01 0.00 0.263
N 0.800819 -0.201503 1.192020 0.14 -0.17 -0.24 -0.580
N 0.961329 -0.101843 -0.958605 0.10 -0.18 0.06 -0.810
H -2.062474 -1.063624 -0.212105 0.06 0.01 0.02 0.376
H -0.757123 -2.044787 0.200926 -0.04 0.02 0.08 0.397
H -1.666912 1.271723 -0.423155 0.04 -0.09 0.01 0.371
H -0.333633 1.902924 0.350028 -0.11 -0.06 0.07 0.387
H 1.281324 0.504321 -1.711886 -0.02 -0.17 0.03 0.361
H 2.730664 -0.064508 0.322169 -0.10 0.12 0.04 0.178
```
Positions in Å, forces in eV/Å.

Results
E_LUMO in eV: 0.894
Energy above the lowest of the compared OMol25 structures with the same formula, charge and spin in kcal/mol: 40.5
Spin multiplicity: 1
HOMO level in eV: -8.359
HOMO-LUMO gap in eV: 9.25
Total charge: 0

---

Record 2
C3H2FKO2 as an isolated structure. Source: the Open Molecules 2025 dataset; level of theory: ωB97M-V/def2-TZVPD.

```
9
Properties=species:S:1:pos:R:3:forces:R:3:nbo_charge:R:1
O 0.656272 -0.595993 1.105709 0.80 -2.24 -1.50 -0.615
C 0.467681 -1.866720 0.412407 -0.50 2.44 1.35 0.448
C 0.051365 0.532998 0.442500 0.54 0.29 0.38 0.040
O -0.310550 -1.660245 -0.582349 -0.04 1.40 -0.17 -0.529
C -0.577244 -0.069178 -0.751849 0.11 -0.63 -0.38 -0.212
F -0.972069 0.921922 1.363042 -0.35 -0.03 -0.22 -0.440
H -0.083691 0.158062 -1.704285 -0.01 -0.36 0.34 0.183
H -1.643201 0.156631 -0.845453 0.04 -0.37 0.14 0.210
K 2.411438 2.422523 0.560280 -0.58 -0.50 0.06 0.915
```
Positions in Å, forces in eV/Å.

Results
E_LUMO in eV: -1.172
Energy above the lowest of the compared OMol25 structures with the same formula, charge and spin in kcal/mol: 25.2
Spin multiplicity: 1
HOMO level in eV: -6.744
HOMO-LUMO gap in eV: 5.57
Total charge: 0